No. 1
Entry from the OMol25 dataset: 2 unconnected molecules or ions with the total composition C22H24BrF2NO6P (wB97M-V/def2-TZVPD).

- HOMO: -11.693 eV
- LUMO: -3.16 eV
- HOMO-LUMO gap: 0.3138 hartree
- Total charge: +1

Each line ends with the Mulliken charge.
Atoms and positions in Å:
1 C 1.4474 1.4320 1.3516  -1.45
2 C 1.8641 2.0661 0.0197  0.01
3 Br 3.3649 3.2589 0.3760  -0.06
4 C 2.2658 0.9502 -0.9238  -0.53
5 N 2.2956 1.2714 -2.4271  0.82
6 C 3.6191 0.7789 -2.9945  -1.06
7 C 4.8284 1.6391 -2.6275  -0.15
8 F 5.9182 0.8847 -3.0604  -0.33
9 C 2.1861 2.7313 -2.7611  -0.59
10 C 0.7791 3.2847 -2.8332  0.02
11 O 0.2451 3.9166 -2.0101  -0.41
12 F 0.2017 3.0319 -4.0032  -0.23
13 C 1.1827 0.5157 -3.1041  -1.36
14 P 1.4326 -1.3101 -3.1350  1.08
15 O 2.1339 -1.8004 -1.9571  -0.62
16 O 2.2254 -1.6504 -4.4622  -0.52
17 O -0.0184 -1.9052 -3.3634  -0.56
18 H 2.2733 0.8774 1.7874  0.41
19 H 0.5886 0.7849 1.1837  0.22
20 H 1.1738 2.2254 2.0382  0.52
21 H 1.0228 2.6520 -0.3293  0.38
22 H 1.5461 0.1493 -0.7905  0.19
23 H 3.2158 0.5349 -0.6080  0.45
24 H 3.8191 -0.2072 -2.5897  0.42
25 H 3.5480 0.7242 -4.0764  0.59
26 H 4.9210 1.7696 -1.5526  0.23
27 H 4.8652 2.5849 -3.1620  0.33
28 H 2.7440 3.3470 -2.0656  0.47
29 H 2.6261 2.8688 -3.7466  0.61
30 H 0.2609 0.7181 -2.5617  0.79
31 H 1.0962 0.8684 -4.1271  0.60
32 H 1.7115 -1.5043 -5.2695  0.36
33 H -0.7291 -1.2533 -3.2897  0.38
34 C -4.8531 1.7031 2.9833  -0.54
35 C -5.4465 0.9876 4.0171  -0.49
36 C -5.0089 -0.2905 4.3206  -0.59
37 C -3.9813 -0.8640 3.5854  0.25
38 C -3.3956 -0.1519 2.5338  0.14
39 C -3.8307 1.1353 2.2433  -0.52
40 C -2.3192 -0.7595 1.7083  0.60
41 O -1.7911 -0.1387 0.7993  -0.75
42 C -1.9000 -2.1525 2.0251  0.32
43 C -0.9339 -2.7511 1.2333  -0.75
44 C -0.5014 -4.0358 1.5084  -0.70
45 C -1.0381 -4.7270 2.5903  -0.45
46 C -2.0108 -4.1374 3.3824  -0.72
47 C -2.4502 -2.8510 3.0996  0.53
48 C -3.5148 -2.2360 3.9439  0.47
49 O -3.9852 -2.8306 4.8870  -0.65
50 H -5.1930 2.7040 2.7538  0.41
51 H -6.2516 1.4299 4.5880  0.41
52 H -5.4611 -0.8508 5.1266  0.49
53 H -3.3681 1.6838 1.4351  0.47
54 H -0.5342 -2.2015 0.3926  0.70
55 H 0.2495 -4.5007 0.8837  0.44
56 H -0.7000 -5.7300 2.8123  0.40
57 H -2.4355 -4.6702 4.2215  0.50

No. 2
Entry from the OMol25 dataset: C22H24ClN3O3 in the gas phase (wB97M-V/def2-TZVPD).

- HOMO: -8.156 eV
- Energy relative to the best compared isomer or geometry (same formula, charge and spin): 2404.05 kJ/mol
- LUMO: 0.40 eV
- HOMO-LUMO gap: 0.3146 hartree

Each line ends with the Mulliken charge.
Atoms and positions in Å:
1 C -0.2376 2.4569 -8.4143  -1.09
2 C -1.3491 2.2673 -7.2659  -1.13
3 C -0.4124 1.2376 -6.4127  0.21
4 C 0.3463 1.4329 -5.3736  0.49
5 C 1.0233 0.7918 -4.4959  -1.36
6 C 0.8151 -0.6404 -4.8513  0.86
7 C 1.6393 -1.7275 -3.9110  -1.30
8 N 0.6807 -1.9057 -2.7719  0.09
9 C -0.4106 -2.8365 -3.0778  -1.25
10 C 1.3024 -1.3354 -1.6599  0.46
11 O 2.1806 -0.4285 -1.4792  -0.69
12 C 0.4952 -1.6445 -0.3993  -0.01
13 C 0.7411 -1.1077 0.7602  -0.46
14 C -0.3330 -1.6453 1.6783  -0.09
15 C -0.3775 -1.5185 3.1193  -0.33
16 O -0.2237 -0.4021 3.5769  -0.31
17 C -0.1133 0.1172 4.9700  -0.06
18 C 0.4558 1.2335 5.2363  0.03
19 C 0.5304 1.8749 6.5453  0.28
20 C 1.1331 3.0930 6.9029  -1.89
21 C -0.1101 1.1204 7.3934  0.55
22 Cl -0.4790 1.6958 9.1172  -0.28
23 C -0.8854 -0.2700 7.2116  0.05
24 C -1.3070 -0.9174 8.2307  -1.55
25 C -0.7689 -0.3994 5.8623  0.78
26 O -0.7471 -2.7061 1.0534  -0.15
27 N -0.5226 -2.7676 -0.1026  -0.31
28 N 0.0131 -1.1007 -5.7916  -0.49
29 C -0.3515 -0.1087 -6.6095  -0.04
30 H -0.8602 3.1481 -8.9846  0.37
31 H 0.5501 2.8718 -7.9643  0.42
32 H -0.0630 1.6035 -8.9708  0.34
33 H -1.5427 2.9492 -6.7133  0.65
34 H -2.2206 1.5512 -7.4525  0.32
35 H 0.3066 2.6025 -5.2525  0.06
36 H 1.5516 1.2666 -3.7107  0.49
37 H 2.4620 -1.3406 -3.5692  0.69
38 H 1.7932 -2.6400 -4.6273  0.32
39 H -0.6664 -2.5863 -3.8597  0.82
40 H -0.0458 -3.7075 -2.7039  0.33
41 H -1.1165 -2.3422 -2.1892  0.27
42 H 1.2764 -0.2818 1.0557  0.55
43 H -0.1013 -2.2660 3.6487  0.56
44 H -1.6080 -1.3127 3.2579  0.28
45 H 0.9061 1.9119 4.4096  0.23
46 H 1.8456 3.1008 7.6176  0.45
47 H 0.3866 3.8978 7.2223  0.30
48 H 1.6250 3.3700 6.0549  0.50
49 H -2.3596 -0.3291 8.6301  0.31
50 H -1.9024 -1.9369 7.7066  0.26
51 H -0.7330 -1.0706 9.1155  0.38
52 H -1.0191 -1.6108 5.5058  -0.08
53 H -1.1922 -0.7085 -7.2679  0.18

No. 3
Entry from the OMol25 dataset: C22H24ClN3O7 in the gas phase (wB97M-V/def2-TZVPD).

- HOMO: -8.596 eV
- Energy relative to the best compared isomer or geometry (same formula, charge and spin): 20.31 kJ/mol
- LUMO: 0.46 eV
- HOMO-LUMO gap: 0.3328 hartree

Each line ends with the Mulliken charge.
Atoms and positions in Å:
1 C 3.1126 2.2879 1.2744  -0.69
2 C 2.3144 1.6908 2.4284  -0.54
3 O 1.6212 0.5111 2.0636  -0.48
4 C 0.4970 0.6020 1.3118  1.18
5 C -0.1461 1.7657 0.9427  -0.13
6 C -1.3194 1.7264 0.1832  -0.66
7 C -1.8682 3.0139 -0.2867  0.30
8 O -1.4025 4.0940 -0.0206  -0.67
9 O -2.9260 2.8456 -1.1047  -0.33
10 C -3.3259 3.9693 -1.8731  -0.40
11 C -3.7111 3.5197 -3.2733  0.28
12 O -4.6820 3.9476 -3.8493  -0.63
13 N -2.9412 2.5405 -3.8422  -0.11
14 C -1.7096 2.0378 -3.4404  0.72
15 C -1.3921 0.6968 -3.6781  -0.79
16 C -0.1869 0.2143 -3.2102  -0.53
17 C 0.6691 1.0880 -2.5486  0.57
18 Cl 2.1538 0.5217 -1.8898  -0.14
19 C 0.2959 2.4188 -2.4207  -0.64
20 N -0.8612 2.8723 -2.8566  -0.36
21 C -1.8650 0.5074 -0.1860  -1.12
22 C -1.2304 -0.6692 0.1770  -0.73
23 C -0.0489 -0.6406 0.9006  0.96
24 O 0.6676 -1.7295 1.2785  -0.35
25 C 0.2060 -3.0096 0.9119  -0.91
26 C 1.2549 -4.0829 1.2288  0.57
27 O 1.5268 -4.9176 0.3860  -0.68
28 N 1.8232 -4.0696 2.4461  0.04
29 C 1.4901 -3.2348 3.5779  -0.18
30 C 1.0009 -4.1307 4.7249  -0.70
31 O 1.9614 -5.1013 5.0651  -0.37
32 C 2.2721 -5.9188 3.9583  -0.57
33 C 2.8019 -5.0860 2.7882  -0.74
34 H 3.6972 3.1305 1.6328  0.40
35 H 2.4543 2.6290 0.4798  0.04
36 H 3.7853 1.5381 0.8657  0.27
37 H 1.6225 2.4301 2.8494  0.37
38 H 2.9947 1.3634 3.2195  0.40
39 H 0.2312 2.7384 1.2132  0.66
40 H -2.5008 4.6914 -1.9153  0.35
41 H -4.1983 4.4478 -1.4160  0.35
42 H -3.3507 2.1265 -4.6715  0.27
43 H -2.0848 0.0513 -4.1953  0.42
44 H 0.0881 -0.8203 -3.3455  0.46
45 H 0.9386 3.1482 -1.9492  0.38
46 H -2.7768 0.4755 -0.7592  0.54
47 H -1.6646 -1.6103 -0.1201  0.44
48 H 0.0297 -3.0726 -0.1686  0.57
49 H -0.7308 -3.2551 1.4364  0.42
50 H 0.7338 -2.4998 3.3202  0.22
51 H 2.3948 -2.7048 3.8958  0.14
52 H 0.8305 -3.5397 5.6261  0.34
53 H 0.0603 -4.6224 4.4286  0.35
54 H 3.0279 -6.6254 4.3033  0.36
55 H 1.3763 -6.4714 3.6362  0.32
56 H 2.9686 -5.7108 1.9104  0.44
57 H 3.7355 -4.5940 3.0798  0.33

No. 4
Entry from the OMol25 dataset: a molecular structure, C22H24FMnN9Si (wB97M-V/def2-TZVPD).

- HOMO (spin up / spin down): -11.650 / -11.571 eV
- LUMO (spin up / spin down): -5.24 / -5.60 eV
- HOMO-LUMO gap (spin up / spin down): 0.2356 / 0.2196 hartree
- Total charge: +1

Each line ends with the Mulliken charge.
Atoms and positions in Å:
1 Mn -1.0981 -2.2943 0.6184  0.15
2 C 0.6556 -3.8277 -1.1144  -1.09
3 Si 1.6667 -2.3673 -0.3404  0.05
4 C 1.2032 -0.8288 -1.3860  -0.88
5 C 3.5375 -2.6449 -0.2581  -1.24
6 N 0.7015 -2.1965 1.1196  0.48
7 C 1.0353 -2.2928 2.4248  0.31
8 C 2.3181 -2.1839 2.9935  -0.60
9 C 2.4880 -2.2861 4.3591  -0.85
10 C 1.4097 -2.4661 5.2184  -0.44
11 C 0.1258 -2.5880 4.7002  -0.94
12 C -0.0121 -2.5193 3.3406  1.31
13 F -1.2755 -2.6847 2.7343  -0.25
14 H 0.7567 -3.8699 -2.1952  0.39
15 H -0.4443 -3.7063 -0.8970  0.30
16 H 0.9527 -4.7968 -0.7211  0.38
17 H 1.8329 -0.7612 -2.2652  0.53
18 H 1.2998 0.1019 -0.8357  0.31
19 H 0.1683 -0.9212 -1.7186  0.07
20 H 3.9088 -2.7979 -1.2671  0.40
21 H 3.8257 -3.5121 0.3283  0.40
22 H 4.0610 -1.7815 0.1429  0.38
23 H 3.1584 -1.9978 2.3451  0.33
24 H 3.4833 -2.2124 4.7708  0.43
25 H 1.5631 -2.4990 6.2841  0.42
26 H -0.7386 -2.7278 5.3306  0.48
27 N -2.8280 -2.5854 0.2072  -0.48
28 C -3.9982 -2.3881 0.2848  0.66
29 N -5.2212 -2.3322 0.3003  -0.52
30 C -6.1550 -1.4564 0.4354  0.43
31 N -7.0071 -0.6889 0.5289  -0.44
32 C -2.2987 0.3296 -1.6721  -1.55
33 C -1.7771 0.7061 -0.3371  0.85
34 N -1.3363 -0.1432 0.5808  0.47
35 C -0.9652 0.6113 1.6678  -0.70
36 C -1.1837 1.9224 1.3909  -0.71
37 N -1.6962 1.9722 0.1219  0.30
38 C -1.9232 3.2103 -0.5967  -1.40
39 N -0.6718 3.8466 -0.8749  0.72
40 N -0.0532 4.5689 0.0856  -0.49
41 N 1.0512 4.9987 -0.3261  -0.59
42 C 1.2554 4.5834 -1.6088  0.23
43 C 2.3019 4.8012 -2.5018  -0.69
44 C 2.1929 4.2274 -3.7462  -0.51
45 C 1.0839 3.4502 -4.1059  -0.81
46 C 0.0331 3.2271 -3.2427  -0.63
47 C 0.1298 3.8074 -1.9854  1.39
48 H -2.3065 -0.7576 -1.7641  0.36
49 H -1.6782 0.7475 -2.4630  0.21
50 H -3.3168 0.6916 -1.8009  0.51
51 H -0.5668 0.1685 2.5625  0.54
52 H -1.0151 2.8105 1.9643  0.48
53 H -2.5160 3.8828 0.0346  0.25
54 H -2.4590 3.0036 -1.5254  0.62
55 H 3.1493 5.3998 -2.2166  0.45
56 H 2.9727 4.3817 -4.4752  0.40
57 H 1.0494 3.0176 -5.0929  0.41
58 H -0.8275 2.6470 -3.5400  0.40